No. 1
DFT (ωB97M-V with the def2-TZVPD basis set) results for C3H7N3O in the gas phase in a non-equilibrium geometry.

Values from the calculation:
E	-357.8869	a.u.
energy above the lowest of the compared OMol25 structures with the same formula, charge and spin	4.434	eV
E_HOMO (alpha / beta)	-7.2356 / -7.2730	eV

Last column: Löwdin charge in e.
Element x y z (Å)
C (-1.337, 1.346, 0.013)  0.02
C (-1.800, -0.873, -0.196)  -0.04
N (-0.884, 0.100, 0.020)  -0.21
C (0.499, -0.178, -0.048)  -0.42
N (2.656, 0.429, 0.391)  0.02
O (0.857, -1.301, -0.721)  0.08
N (1.306, 0.629, 0.493)  0.04
H (0.064, -1.666, -1.147)  0.09
H (3.118, 0.788, 1.214)  0.08
H (2.943, -0.516, 0.154)  0.08
H (-2.317, 1.564, 0.395)  0.07
H (-0.677, 2.142, -0.280)  0.07
H (-2.789, -0.623, -0.538)  0.06
H (-1.640, -1.841, 0.251)  0.05

***

No. 2
DFT (ωB97M-V with the def2-TZVPD basis set) results for C20H24ClFN4O2 in the gas phase.

Values from the calculation:
E	-1706.1241	a.u.
E_HOMO	-8.6810	eV

Last column: Löwdin charge in e.
Element x y z (Å)
C (-6.612, -2.957, 0.988)  -0.07
C (-6.764, -2.228, -0.344)  -0.43
C (-7.245, -3.187, -1.430)  -0.08
C (-5.437, -1.583, -0.756)  -0.10
C (-5.071, -0.404, 0.129)  -0.45
O (-5.822, 0.135, 0.902)  0.10
N (-3.773, 0.002, -0.067)  0.16
C (-3.166, 1.071, 0.576)  -0.23
C (-3.595, 1.834, 1.643)  0.00
C (-2.551, 2.739, 1.861)  -0.13
N (-1.567, 2.551, 1.007)  0.07
N (-1.944, 1.542, 0.210)  -0.06
C (-1.082, 1.042, -0.838)  -0.26
C (-0.073, 0.025, -0.280)  -0.10
C (1.003, 0.738, 0.542)  -0.13
N (1.669, 1.718, -0.277)  -0.03
C (2.945, 1.674, -0.698)  -0.42
O (3.449, 2.526, -1.405)  0.08
C (3.775, 0.507, -0.224)  -0.08
C (4.785, 0.702, 0.709)  0.00
C (5.630, -0.330, 1.076)  -0.10
C (5.479, -1.578, 0.489)  -0.67
Cl (6.529, -2.870, 0.936)  0.69
C (4.493, -1.802, -0.459)  -0.02
C (3.661, -0.752, -0.799)  -0.22
F (2.697, -0.978, -1.717)  0.08
C (0.786, 2.770, -0.733)  -0.13
C (-0.348, 2.176, -1.568)  -0.09
H (-7.560, -3.395, 1.290)  0.08
H (-6.296, -2.262, 1.762)  0.07
H (-5.875, -3.754, 0.908)  0.08
H (-7.500, -1.428, -0.218)  0.14
H (-7.390, -2.666, -2.374)  0.07
H (-8.190, -3.639, -1.142)  0.08
H (-6.519, -3.983, -1.584)  0.08
H (-5.514, -1.210, -1.782)  0.13
H (-4.636, -2.327, -0.727)  0.13
H (-3.220, -0.496, -0.748)  0.13
H (-4.522, 1.742, 2.167)  0.09
H (-2.480, 3.508, 2.603)  0.10
H (-1.727, 0.541, -1.572)  0.14
H (-0.586, -0.707, 0.348)  0.12
H (0.394, -0.498, -1.115)  0.11
H (1.723, 0.020, 0.937)  0.13
H (0.527, 1.262, 1.379)  0.12
H (4.907, 1.680, 1.148)  0.13
H (6.406, -0.169, 1.807)  0.11
H (4.371, -2.764, -0.930)  0.12
H (1.375, 3.465, -1.334)  0.12
H (0.366, 3.284, 0.135)  0.11
H (0.064, 1.767, -2.492)  0.13
H (-1.057, 2.964, -1.822)  0.12

***

No. 3
DFT (ωB97M-V with the def2-TZVPD basis set) results for a molecular structure, C53H51AsFIrN2P in a non-equilibrium geometry.

Values from the calculation:
charge	+1
E	-4940.8573	a.u.
energy above the lowest of the compared OMol25 structures with the same formula, charge and spin	0.907	eV
E_HOMO	-10.4642	eV

Last column: Löwdin charge in e.
Element x y z (Å)
Ir (-1.199, 0.211, -0.203)  0.94
C (0.887, -3.661, 0.101)  -0.07
C (-0.480, -3.050, 0.397)  -0.19
C (-0.745, -2.883, 1.874)  -0.16
C (-0.454, -3.939, 2.729)  -0.03
C (-0.580, -3.804, 4.103)  -0.05
C (-0.920, -2.576, 4.639)  -0.04
C (-1.234, -1.490, 3.825)  -0.18
C (-1.403, -0.134, 4.494)  -0.19
C (-0.132, 0.305, 5.227)  -0.07
C (-1.245, -1.697, 2.433)  -0.19
N (-1.831, -0.695, 1.601)  -0.06
C (-2.915, -0.137, 2.049)  -0.10
C (-3.308, 1.081, 1.465)  -0.32
C (-4.291, 2.024, 1.744)  -0.01
C (-3.993, 3.137, 0.956)  -0.06
C (-2.850, 2.825, 0.222)  -0.17
N (-2.425, 1.586, 0.528)  -0.14
H (1.096, -3.623, -0.971)  0.07
H (0.922, -4.709, 0.397)  0.08
H (1.684, -3.142, 0.636)  0.07
H (-1.255, -3.668, -0.053)  0.09
H (-0.547, -2.071, -0.108)  0.04
H (-0.134, -4.885, 2.312)  0.12
H (-0.364, -4.642, 4.752)  0.11
H (-0.948, -2.448, 5.715)  0.12
H (-2.232, -0.181, 5.205)  0.12
H (-1.648, 0.639, 3.769)  0.09
H (0.127, -0.375, 6.038)  0.07
H (-0.268, 1.301, 5.649)  0.08
H (0.718, 0.347, 4.544)  0.06
H (-3.445, -0.561, 2.897)  0.16
H (-5.104, 1.910, 2.445)  0.11
H (-4.516, 4.079, 0.925)  0.10
H (-2.312, 3.462, -0.458)  0.08
C (4.512, -2.018, 3.661)  -0.07
C (3.153, -2.174, 3.885)  -0.06
C (2.236, -1.509, 3.082)  -0.11
C (2.667, -0.684, 2.052)  -0.38
C (4.036, -0.528, 1.829)  -0.11
C (4.950, -1.199, 2.629)  -0.06
As (1.395, 0.371, 1.013)  1.34
C (1.554, 2.135, 1.801)  -0.39
C (0.698, 3.129, 1.336)  -0.14
C (0.829, 4.433, 1.790)  -0.07
C (1.799, 4.743, 2.733)  -0.07
C (2.635, 3.747, 3.220)  -0.07
C (2.520, 2.445, 2.753)  -0.09
C (2.521, 0.567, -0.562)  -0.41
C (2.773, 1.813, -1.109)  -0.10
C (3.389, 1.921, -2.349)  -0.11
C (3.933, 0.788, -2.947)  -0.07
C (3.763, -0.458, -2.360)  -0.07
C (3.029, -0.569, -1.190)  -0.14
H (5.229, -2.532, 4.288)  0.11
H (2.799, -2.812, 4.685)  0.11
H (1.184, -1.645, 3.266)  0.06
H (4.397, 0.118, 1.040)  0.11
H (6.010, -1.075, 2.446)  0.11
H (-0.072, 2.884, 0.613)  0.05
H (0.175, 5.207, 1.406)  0.11
H (1.906, 5.760, 3.086)  0.11
H (3.386, 3.985, 3.962)  0.11
H (3.188, 1.680, 3.129)  0.10
H (2.431, 2.712, -0.611)  0.10
H (3.922, 2.851, -2.519)  0.12
H (4.457, 0.872, -3.892)  0.11
H (4.190, -1.340, -2.819)  0.11
H (2.883, -1.546, -0.746)  0.09
F (-3.711, -6.110, -1.040)  0.07
C (-3.510, -4.782, -1.061)  -0.29
C (-2.826, -4.225, -2.123)  0.00
C (-2.628, -2.852, -2.134)  -0.04
C (-3.094, -2.040, -1.101)  -0.29
C (-2.918, -0.555, -1.167)  -0.21
C (-3.793, -2.645, -0.056)  -0.04
C (-4.006, -4.015, -0.024)  0.01
H (-2.465, -4.860, -2.922)  0.13
H (-2.114, -2.404, -2.974)  0.10
H (-3.752, -0.056, -0.673)  0.08
H (-2.928, -0.272, -2.211)  0.02
H (-4.199, -2.034, 0.740)  0.11
H (-4.554, -4.489, 0.778)  0.13
C (-2.529, 1.992, -2.905)  -0.21
P (-0.936, 1.260, -2.329)  0.93
C (-0.589, -0.008, -3.578)  -0.39
C (-0.999, 0.118, -4.905)  -0.08
C (-0.651, -0.851, -5.834)  -0.06
C (0.122, -1.942, -5.450)  -0.06
C (0.534, -2.073, -4.133)  -0.07
C (0.173, -1.110, -3.202)  -0.12
C (0.140, 2.650, -2.879)  -0.34
C (-0.195, 3.934, -2.448)  -0.11
C (0.449, 5.045, -2.968)  -0.06
C (1.371, 4.887, -3.993)  -0.06
C (1.703, 3.612, -4.420)  -0.07
C (1.216, 2.488, -3.756)  -0.11
H (-2.328, 2.719, -3.688)  0.06
H (-3.066, 2.478, -2.097)  0.03
H (-3.179, 1.218, -3.305)  0.05
H (-1.582, 0.973, -5.222)  0.11
H (-0.979, -0.753, -6.861)  0.11
H (0.403, -2.688, -6.183)  0.11
H (1.132, -2.923, -3.830)  0.11
H (0.498, -1.215, -2.172)  0.07
H (-0.993, 4.086, -1.732)  0.08
H (0.194, 6.034, -2.607)  0.11
H (1.801, 5.753, -4.479)  0.11
H (2.422, 3.483, -5.220)  0.12
H (1.232, 1.564, -4.320)  0.11